[1]
DFT (the ωB97M-V functional and the def2-TZVPD basis) results for a structure of composition C38H53BrClN2NiOP2Si.

Its energy relative to the best compared isomer or geometry (same formula, charge and spin) is 48.9 kcal per mole. As for the total charge: +1. The orbital gap (alpha / beta) is 6.2 / 5.2 eV. The calculation puts the HOMO energy (alpha / beta) at -9.8 / -10.3 eV. As for the spin multiplicity: 3.

The geometry in XYZ format:
```
100
Properties=species:S:1:pos:R:3:forces:R:3
C 7.287985 10.408698 6.428133 0.60 1.35 0.89
H 11.206024 14.359650 11.252434 0.65 1.15 0.84
C 11.941767 15.652409 13.030064 -0.86 1.83 -1.19
C 14.182036 8.659000 7.135168 -0.52 -0.95 0.12
C 11.799396 18.921634 11.930989 1.48 -1.36 2.13
C 12.292814 20.294761 12.456606 1.67 -0.19 -0.82
H 14.281613 11.926051 8.382639 0.03 -0.10 -0.07
H 14.041913 5.258378 6.868380 0.53 0.21 -0.90
N 9.083466 9.825026 8.004864 -0.79 -1.08 -2.07
Cl 9.967116 8.521299 16.248305 0.22 0.43 -0.09
H 9.933692 16.496937 13.636952 0.02 -0.19 -0.67
C 8.304313 9.539775 6.950274 0.39 0.34 -0.58
H 11.660353 19.266561 9.832778 -0.17 -0.36 0.08
H 10.089298 14.666858 13.572511 0.15 1.04 0.32
H 9.526493 8.595281 13.443757 -0.30 -0.35 0.38
C 11.864906 10.958808 12.925063 1.58 0.55 -2.31
H 12.200017 18.873244 16.649255 0.02 -0.17 0.11
C 9.573871 11.078131 9.966634 -0.29 2.65 -1.66
H 8.562118 8.602183 6.405371 -0.40 0.82 0.59
N 10.568942 10.176766 10.134024 -0.38 -3.43 1.17
H 10.836038 16.115260 11.099957 0.57 -0.80 0.88
C 7.906995 11.940985 8.254438 -1.46 -1.45 -0.57
C 14.189078 19.183703 14.813096 1.08 1.27 1.61
H 13.733137 11.534103 6.045840 1.10 0.35 -0.63
H 13.994357 14.939567 13.233419 -0.22 -0.05 0.22
C 11.003887 9.801217 12.602130 -1.34 1.39 -0.47
H 13.928673 19.908473 15.617311 0.35 -0.16 -0.32
C 16.392729 7.820387 6.501835 -0.69 1.02 0.17
H 13.199252 11.275613 9.614862 -0.14 0.27 0.26
C 15.517933 8.909309 6.811112 0.26 -0.72 -0.05
Br 14.786611 17.287163 12.358017 0.21 -0.02 -0.71
H 14.243594 19.761444 13.911441 -0.17 0.01 -0.47
H 8.436248 14.107939 10.868533 -0.68 0.78 0.29
C 13.833242 17.017833 15.756368 0.42 -2.32 -0.98
H 13.265932 11.686232 14.467315 -0.96 -1.10 -0.65
C 13.176810 18.057149 14.935126 -1.31 -0.31 -2.43
H 11.269667 7.803815 5.095025 0.06 -0.23 0.35
C 13.634667 7.322745 7.144107 0.50 0.95 -1.01
C 8.396416 13.226873 10.280607 0.07 -2.56 -1.22
C 13.898975 11.008965 8.833007 1.13 -0.28 0.98
H 10.339931 6.004770 8.748929 0.25 -0.83 0.17
C 11.399393 5.762538 8.585530 -0.52 0.74 -3.49
C 10.679560 9.404134 11.249521 0.48 2.45 0.10
H 11.324617 19.277270 15.219747 0.63 -0.70 0.08
H 11.554903 6.056869 5.521794 -0.66 0.09 -0.86
H 13.113837 16.195303 15.974774 0.81 0.42 0.18
H 14.159690 17.516009 16.626599 0.21 0.32 1.55
C 8.895329 10.975744 8.657835 -0.91 0.92 1.36
H 12.469122 10.211580 16.185534 -0.57 -0.16 -0.09
C 10.337339 9.252638 13.697673 0.22 -1.06 -0.25
H 12.044750 11.766497 6.370767 0.26 -0.73 -0.34
C 7.638138 13.028272 9.107538 0.97 1.73 1.53
H 11.735857 17.538017 10.308560 -0.09 -0.14 -0.33
C 11.914703 18.433897 15.683217 -1.62 2.16 0.51
C 10.756154 9.417765 15.009123 0.34 -0.39 -0.64
Ni 10.966226 9.021132 8.240488 0.53 1.56 1.07
C 12.103495 18.523116 10.521398 1.82 1.79 -1.33
H 6.899462 13.812399 8.883496 0.35 -0.58 -0.32
H 9.854229 12.387814 11.658712 -0.49 -0.29 -0.67
C 11.067146 6.997405 5.810740 0.29 -1.30 0.02
O 12.270926 11.815153 12.100988 -1.04 -1.23 0.25
H 15.263812 18.889031 15.006587 -1.28 -0.10 -0.14
C 10.331520 18.825459 12.090768 -1.87 2.47 1.01
H 11.582814 21.049648 12.200387 -0.73 0.59 -0.12
H 12.593378 10.277624 5.423196 -0.16 0.33 -0.71
H 9.861589 19.791542 11.684058 0.42 -1.32 0.36
H 6.319496 12.290294 6.756253 -1.14 1.18 -0.43
H 13.251685 20.640991 11.958360 -0.87 -0.67 0.57
P 11.803731 7.260335 7.430550 0.27 -0.97 1.85
H 10.728181 15.703624 14.886121 0.36 -0.34 0.26
C 15.798390 6.569474 6.352225 -0.20 -1.56 0.14
C 11.939515 10.177440 15.231178 0.57 0.59 0.09
H 15.859391 9.951943 6.772345 0.10 -0.52 0.27
H 11.632874 4.790533 8.123752 -0.61 0.23 0.07
H 14.772524 16.637948 15.288881 -0.81 -0.07 0.17
H 11.958900 5.816341 9.456618 0.99 0.53 1.72
H 9.970457 18.747553 13.125017 0.19 0.24 0.00
C 10.601256 15.649243 13.808981 0.05 -1.26 0.08
H 14.748386 10.479713 9.353257 -0.83 0.43 -0.65
H 12.908774 14.617097 14.618070 0.29 0.04 0.41
C 7.044755 11.627419 7.093395 3.46 -2.58 1.25
H 12.810215 13.671077 13.180251 -0.32 -0.52 -0.41
Si 12.654348 17.517848 13.076215 0.69 -0.40 1.09
H 9.896107 18.011096 11.593245 -0.54 -1.16 -0.91
H 9.982963 6.891353 5.981420 0.45 -0.18 -0.32
H 16.391644 5.713103 5.993965 -0.06 0.54 0.40
H 10.474601 8.367379 11.076743 0.46 -0.78 -0.08
C 12.454094 10.940254 14.213521 0.51 0.75 2.61
H 12.477573 15.577438 10.890289 0.03 -0.29 0.20
H 6.814970 10.227111 5.455930 0.02 -0.34 0.68
P 12.997935 9.945567 7.685716 -0.14 0.50 -0.25
C 12.831243 11.000818 6.186643 -1.12 -0.09 1.41
H 11.125764 17.687953 15.925255 0.94 -0.11 -0.45
C 9.263812 12.187405 10.741616 0.59 0.86 0.21
H 12.477509 20.320130 13.542883 -0.46 0.03 -0.62
C 12.980128 14.664057 13.542222 -0.06 0.43 0.11
C 14.440100 6.264973 6.677352 0.27 1.50 1.28
H 17.505643 7.991911 6.440863 -1.49 -0.34 -0.35
C 11.602971 15.401905 11.531610 -0.76 -0.33 -1.12
H 13.200112 18.577621 10.284075 -0.89 -0.28 0.30
```
Positions in Å, forces in eV/Å.

Atomic partial charges in e from the Mulliken method, atoms 1 to 5:
1 C -0.864
2 H -0.465
3 C 2.717
4 C -0.025
5 C 2.292

***

[2]
DFT (the ωB97M-V functional and the def2-TZVPD basis) results for a cluster of 3 separate species, C38H53ClI2N4O5S3 in total.

As for the total charge: 0. The orbital gap is 7.2 eV. The calculation puts the HOMO energy at -7.8 eV. As for the spin multiplicity: 1.

The geometry in XYZ format:
```
106
Properties=species:S:1:pos:R:3:forces:R:3
H 3.529137 -2.395334 2.284963 0.09 -1.46 0.05
C 1.576540 -0.269985 -1.537184 0.65 0.95 1.45
H 0.527515 1.079237 5.002324 -0.31 0.07 -0.51
H 6.146901 -0.612535 -7.562842 -0.14 0.03 0.02
H 0.941710 7.808883 4.371892 -0.06 -0.01 -0.06
H -0.239897 1.659868 -1.604085 -0.41 -1.05 0.77
C 1.586456 -0.330946 2.699332 -1.39 1.33 0.94
S -4.543905 0.362297 1.980874 -0.99 0.79 -1.62
H -2.948055 1.727104 -1.744411 -0.03 0.49 1.36
C -4.581577 -0.987323 -1.177162 -1.61 -1.79 -0.99
N -6.302373 0.644300 -0.141998 0.30 -1.32 1.41
C -6.007985 -0.587682 -0.855689 1.71 -3.36 -2.41
H -0.979122 2.355717 0.671388 -1.16 -1.24 -0.92
C -6.746054 -2.802149 -2.103362 2.52 1.20 0.75
C -5.145636 1.134925 0.636721 1.84 -0.47 0.93
H -3.686117 -0.366738 -0.890855 -1.32 -0.67 -0.22
H 1.305754 0.434202 -2.389977 0.16 -1.57 0.75
C -1.606482 1.571667 0.108859 0.26 -0.04 -1.07
C 5.490859 -0.768223 -0.570945 -0.11 0.91 -1.25
H 5.076957 0.721322 -5.729016 -0.08 -0.08 0.09
H 2.560904 6.719199 2.894478 -0.02 -0.16 -0.06
H -8.072799 2.714676 0.498135 -0.12 -1.49 0.60
H 1.121713 0.864175 0.309106 -0.69 -1.26 -0.52
C -2.749549 2.285596 -0.774659 1.56 -0.26 0.17
C -9.679106 0.436969 2.851436 2.64 -0.32 -2.05
H 2.437482 -0.369277 1.964678 -0.83 -0.04 0.95
H 6.408696 -2.351595 1.278627 -0.37 1.16 0.18
H 2.066556 4.770970 1.562668 -0.19 -0.14 0.01
H -10.493716 0.397905 3.622449 0.89 0.30 -1.03
H 2.270862 -1.928275 0.542018 -1.32 -0.47 0.03
C 1.221065 5.391203 1.873851 0.42 -0.03 0.02
H 2.795287 -4.616247 0.390821 -0.23 0.45 1.50
C -7.401157 0.511894 0.820844 -3.68 1.03 2.15
C 1.509504 1.191656 3.193026 0.80 0.34 0.13
C 6.517401 -1.644267 -5.725018 -0.01 -0.08 0.01
C -9.364449 1.677346 2.044605 0.94 -2.11 0.25
H 4.404338 -1.215104 -2.434158 -0.46 -0.21 1.21
H 3.797010 -2.149946 -0.961912 0.08 1.07 -0.46
H 1.730682 -0.976712 3.618241 0.25 0.61 -1.15
C -4.260714 -2.264215 -1.917560 -2.58 -0.09 0.08
C 4.551681 -0.101759 -6.221960 0.07 -0.10 -0.36
H 3.443754 0.907975 -1.805174 -0.45 -1.16 0.78
C -7.063568 -1.541828 -1.374135 1.77 -0.27 -0.28
H 1.051760 -3.171853 2.582134 -0.36 -0.28 -1.29
C 6.237786 -1.288575 1.633462 0.93 -0.23 0.90
C 2.584061 -4.316698 1.468395 -0.96 0.30 0.04
O 5.297726 -0.553300 0.839487 0.50 -1.33 -0.15
C 1.236088 -2.404851 0.418427 0.14 0.48 1.35
C 1.625580 6.195109 3.110680 -0.07 0.32 0.24
H -0.333181 -1.497143 2.724331 0.52 1.09 -0.75
H -5.057808 -4.189632 -2.909554 -0.44 1.43 0.74
C 1.147199 -3.542062 1.522985 1.83 -0.86 -0.76
H -7.576041 -3.481372 -2.432703 0.83 0.95 0.44
I -0.344932 -5.091160 1.026963 -0.53 1.51 -0.24
H 4.110765 -3.999080 3.100837 -0.56 0.79 -0.87
H 4.637268 -3.533818 1.428079 -1.08 0.02 1.03
H 1.001694 6.067310 1.042695 -0.15 -0.08 0.06
N 0.483065 1.611720 4.127914 1.80 -0.86 -0.70
C -0.672830 0.817264 -0.958483 -0.07 1.02 0.48
H -8.984556 -1.752539 3.187369 0.12 1.36 -0.67
C -8.256529 1.737490 1.038142 -0.72 -2.30 1.78
C -7.730409 -0.690028 1.632140 -0.61 0.73 0.27
C 4.130529 -1.139699 -1.339446 1.32 0.58 0.45
I 2.291237 -6.240366 2.520026 1.45 0.37 0.20
C 0.189428 -1.217938 0.580015 -0.05 1.45 0.98
H 5.858192 0.226729 -1.003030 -0.41 -1.19 0.45
N -0.835949 3.841748 2.325497 0.19 0.31 0.15
H 7.265361 -0.793763 1.654287 -1.23 -0.40 -0.15
O 1.243395 -3.046930 -0.874987 0.32 1.88 0.11
N 2.865320 -1.210908 -4.547049 2.60 4.24 -4.61
H 7.057431 -0.830298 -5.233929 -0.01 -0.04 -0.01
H 3.988541 0.334650 -7.051674 -0.10 -0.01 0.16
H -1.270469 0.177231 -1.681712 0.84 0.45 1.14
H 1.823805 5.522645 3.950408 0.04 -0.05 -0.15
H -7.090121 -1.614790 1.504465 -0.82 1.32 0.05
H -0.516128 0.231864 2.208781 0.63 -1.08 -0.52
H 7.252631 -2.307453 -6.185668 -0.03 0.04 0.08
H -2.044069 0.873915 0.876864 0.33 0.70 -0.98
H 5.986699 -2.216340 -4.959955 0.00 0.05 -0.02
H -0.354676 6.742909 3.828032 0.02 0.03 -0.06
C 0.068853 4.523697 2.126473 -0.05 0.01 -0.14
C -5.323493 -3.222585 -2.386282 -0.81 3.40 1.88
O -0.182291 -1.928876 -2.627258 1.81 0.60 2.11
H -8.150737 -1.312265 -1.197882 1.37 -0.20 -0.15
C -8.836574 -0.781251 2.635682 0.61 3.05 -1.88
C 3.608674 -0.722257 -5.286121 0.10 0.05 0.13
C 3.090581 0.041417 -1.150676 0.63 -0.06 -0.03
H 6.317367 -1.516264 -0.787893 -1.12 0.63 0.39
C 0.143802 -0.675377 2.098087 0.19 -1.23 0.01
H 5.891047 -1.355698 2.717673 0.17 0.28 -1.51
S 1.222893 -1.960182 -2.140609 -3.04 -1.79 -5.69
H 3.179169 0.431341 -0.082867 -0.36 -0.63 -1.25
H -2.289848 3.279312 -1.099302 -1.04 -1.03 0.50
H -3.194767 -2.568348 -2.152525 -1.31 0.79 0.53
C 3.757792 -3.501864 2.154963 0.62 -0.25 -1.15
C 0.578858 7.222866 3.524811 -0.02 -0.02 0.09
S -4.266457 2.713556 0.180679 -0.75 -0.43 -0.63
C 5.560586 -1.106088 -6.782083 0.34 -0.16 0.01
H 0.617726 2.609606 4.313420 -0.14 -0.47 -0.13
H -10.014397 2.575738 2.269927 1.03 -1.09 -0.55
O 2.304253 2.010729 2.736730 -1.28 -0.87 0.25
O 2.042520 -2.363025 -3.312367 -2.29 -2.83 7.76
H 5.038624 -1.942166 -7.255993 -0.06 0.14 0.02
H 0.360854 7.912617 2.705537 -0.01 -0.03 0.04
C 0.573710 0.078386 -0.312116 -0.42 -0.24 -1.51
Cl -1.543137 -1.782001 0.256528 1.24 0.17 0.16
```
Positions in Å, forces in eV/Å.

Atomic partial charges in e from the Mulliken method, atoms 1 to 5:
1 H -0.169
2 C -0.266
3 H 0.284
4 H 0.320
5 H 0.354

***

Q: Which strongest force on any atom values were calculated for the entries above? A: 4.5, 8.6, in eV/A.